Version 1
Here is C42H48BCrN9SSi as an isolated structure from the OMol25 dataset. Energies are from ωB97M-V with the def2-TZVPD basis set.

The geometry in ORCA input format:
```
! RIJCOSX wB97M-V def2-TZVPD def2/J DEFGRID3
* xyz 1 4
H -0.92 -4.31 -5.13
H 3.88 2.29 1.93
C -4.49 -1.14 -0.91
N -0.04 -1.61 0.13
H -1.94 -3.96 4.06
C -0.92 -1.48 3.66
C -1.20 3.06 -1.38
C 1.50 -0.67 -3.79
H 0.14 -2.65 2.25
C -1.10 -3.49 -3.17
C 2.07 3.31 -0.83
C -0.67 2.34 -3.60
H 5.06 -0.52 -2.36
H -2.56 -0.40 -1.47
H 1.71 2.34 -1.15
H 1.49 -4.82 -4.90
C 3.98 -1.41 2.49
C 4.06 -0.56 -2.77
C -4.05 0.86 -2.38
S -1.27 -2.58 -0.54
H -0.21 1.63 -4.27
Cr -0.20 0.27 0.95
H -1.77 -1.94 5.67
Si 0.11 0.47 -1.58
B -1.80 1.96 3.08
C -0.33 -2.78 3.23
C -0.44 -3.23 -1.98
H 1.64 0.88 3.27
H 3.73 -0.05 4.14
H 1.24 -4.12 3.91
H 4.68 -1.45 -4.61
H 1.49 -2.43 4.35
N -0.90 -0.36 2.94
H -5.48 -0.76 -0.69
H -2.29 4.89 -1.22
H -0.79 -0.49 -2.33
C 2.46 3.29 0.64
C 1.69 -0.12 -2.52
H -1.33 3.61 -5.18
H -2.40 5.24 -3.66
H -4.14 -1.72 -0.06
H 1.77 4.95 2.81
C 3.85 -1.08 -4.03
H 3.20 1.26 0.68
C 3.36 -1.93 1.37
H 2.68 -4.23 -2.82
H 4.94 -1.78 2.81
C 1.29 3.17 1.59
H -2.14 -3.56 2.34
H 2.93 3.57 -1.44
N -2.64 1.75 1.83
H -3.43 1.74 -2.53
C -0.01 3.74 3.28
C -3.90 2.19 1.68
C 2.11 -1.42 0.99
C -1.30 3.46 -4.11
C -0.40 -4.07 -4.21
C -1.95 0.08 4.82
N -2.30 0.93 0.81
H 3.18 0.34 -1.05
H 0.30 -3.40 5.21
C 0.95 -4.35 -4.09
C -1.42 -3.85 3.11
H -2.15 -3.27 -3.26
H 0.51 -0.74 -4.20
H 4.41 2.47 0.26
N -1.52 0.58 3.66
N 1.60 -3.14 -0.68
C 1.13 4.11 2.61
H -1.15 2.92 -0.31
H 2.59 -3.32 -0.69
N -0.49 2.64 2.69
H 3.82 -2.73 0.82
C 2.13 0.08 2.73
C 2.57 -1.14 -4.54
C -3.38 0.86 0.01
H -0.98 -4.80 2.84
N 1.54 -0.35 1.61
N 0.29 2.28 1.65
H -4.05 0.27 -3.30
C 1.20 -2.07 0.09
H 2.89 4.28 0.87
H 2.39 -1.54 -5.52
C -4.41 1.66 0.53
C 0.75 -3.21 4.24
C 2.99 -0.08 -2.03
H -0.50 4.19 4.11
H -5.07 1.18 -2.18
C -1.89 4.37 -3.26
H -5.38 1.81 0.11
H -2.48 0.69 5.53
C 1.62 -4.03 -2.92
C -1.83 4.18 -1.89
C -1.58 -1.25 4.88
H -4.55 -1.80 -1.77
H -2.38 2.63 3.87
C 0.93 -3.47 -1.86
H 1.29 4.05 -1.02
C 3.55 2.26 0.90
H -4.34 2.84 2.41
C -3.52 0.02 -1.21
C 3.32 -0.42 3.22
C -0.62 2.11 -2.22
*
```

Calculated values
Highest occupied orbital energy (spin up / spin down) = -0.3907 / -0.3747 Ha
⟨S²⟩ = 3.89
Kohn-Sham gap (spin up / spin down) = 6.71 / 6.06 eV
LUMO energy (spin up / spin down) = -3.92 / -4.14 eV

Version 2
Here is C42H48BCrN9SSi as an isolated structure from the OMol25 dataset. Energies are from ωB97M-V with the def2-TZVPD basis set.

The geometry in ORCA input format:
```
! RIJCOSX wB97M-V def2-TZVPD def2/J DEFGRID3
* xyz 1 4
C -3.54 -0.22 0.24
H -4.69 2.11 1.12
H 1.18 4.48 -1.21
C -2.17 1.24 1.81
C 1.84 -0.26 -3.66
H 1.89 1.33 -7.20
C -1.25 -2.52 3.61
N -1.07 1.14 1.05
H 2.09 -2.94 -0.03
H 2.30 1.72 -2.97
C -1.31 -2.89 -0.72
H 6.59 -2.94 -1.42
Cr 0.15 -0.34 -0.26
H 7.60 -0.78 -0.75
H 2.60 -2.57 3.65
H -2.99 -1.15 0.17
H -3.17 0.46 -0.54
N -0.93 -1.80 -1.42
C -1.41 -2.39 4.98
H -3.86 1.67 -3.37
H 4.18 -1.79 3.60
S -0.17 -1.39 2.79
H -0.90 -1.59 5.51
C 1.59 -1.03 -4.80
N -0.23 2.13 1.45
H 2.83 -4.10 1.05
H -0.53 0.50 -4.73
H -2.30 -4.93 -3.22
H -0.66 -0.99 -3.29
C -1.74 1.34 -3.11
C -1.92 -4.05 -2.72
C -2.86 -4.30 5.00
H 4.01 -3.48 3.11
C 4.39 0.21 -1.15
N 1.88 0.03 0.95
H 3.59 2.55 2.01
H 1.41 -3.24 1.58
H -1.93 0.39 -2.61
C -1.91 -3.54 2.94
C -0.21 3.35 -2.54
C -0.61 2.01 -2.38
H -2.38 -4.33 1.09
C 1.87 0.89 -6.22
C 4.61 -2.13 -1.62
H 1.73 -2.55 -2.28
C -0.77 2.81 2.46
C 0.67 3.58 -1.52
B 1.10 2.42 0.72
C 2.33 -3.13 1.02
C 1.60 -0.47 -6.07
C 3.25 1.55 1.79
H -3.49 -5.00 5.54
C 2.10 1.10 -3.83
H -2.90 3.15 -3.44
N -1.77 -3.66 1.53
C 2.91 -0.62 1.55
C -2.71 -4.43 3.63
H -0.24 3.65 2.90
C -2.00 2.28 2.74
H 4.71 0.12 2.61
C 5.97 -2.05 -1.34
H -3.43 -0.36 2.38
H -2.32 -3.18 6.75
C 3.53 -2.50 3.09
H -4.63 1.77 2.85
C 3.79 0.32 2.09
C 2.12 1.67 -5.10
H 1.41 -2.10 -4.70
N -0.48 -1.74 1.15
H 4.19 -3.08 -1.91
H -5.56 0.72 1.79
H -3.23 -5.22 3.09
H -2.27 0.59 -5.07
C 6.54 -0.84 -0.97
H 1.53 3.49 1.06
Si 1.99 -1.11 -1.97
H 4.20 -2.15 1.09
C -4.65 1.31 1.87
H -2.06 -4.91 -0.77
C -3.42 0.43 1.62
H -0.55 4.05 -3.28
H -1.28 2.05 -5.10
H 1.42 -1.08 -6.94
C -1.53 -2.94 -3.44
C -1.03 -1.85 -2.75
C -1.16 -2.75 0.75
H -4.58 -0.44 0.02
C 3.25 -2.10 1.64
N 0.83 2.44 -0.81
C -3.00 2.18 -2.94
H 6.18 1.24 -0.58
N 2.12 1.36 1.11
H 2.34 2.72 -5.21
H 3.78 1.10 -1.06
C -1.80 -4.03 -1.34
H -3.21 2.37 -1.88
H -2.70 2.62 3.48
C 3.80 -1.00 -1.52
H -1.59 -2.91 -4.52
C -2.21 -3.29 5.68
C -1.43 1.10 -4.58
C 5.74 0.29 -0.87
N 0.05 1.47 -1.36
*
```

Calculated values
Highest occupied orbital energy (spin up / spin down) = -0.3814 / -0.3651 Ha
⟨S²⟩ = 4.01
Kohn-Sham gap (spin up / spin down) = 7.00 / 6.40 eV
LUMO energy (spin up / spin down) = -3.38 / -3.53 eV

Which is most stable, and by how much? version 1, by 0.070 eV.

Version 1
Here is C25H17Cl4IN5O6Ti as an isolated structure from the OMol25 dataset. Energies are from ωB97M-V with the def2-TZVPD basis set.

The geometry in ORCA input format:
```
! RIJCOSX wB97M-V def2-TZVPD def2/J DEFGRID3
* xyz -2 2
H -1.52 4.13 4.35
C 2.96 1.91 0.67
H 2.53 -5.05 -0.59
H 3.32 2.32 1.64
N -1.52 3.63 1.15
C -1.68 4.23 3.29
C -2.35 5.17 2.54
C -4.16 -3.82 -0.61
Cl -4.97 -5.36 -0.66
N 1.65 -1.54 0.75
H -2.60 5.21 0.31
I -3.33 6.85 3.25
H 2.81 -3.22 0.67
H -0.67 2.50 2.66
C 0.74 4.43 -1.93
C -4.10 -1.46 -1.11
Cl -2.10 -5.10 0.64
C 1.99 -2.65 0.21
C -2.84 -1.33 -0.54
C -2.89 -3.71 -0.03
C 2.20 2.79 -0.22
H 2.28 5.90 -1.60
H 0.34 -4.99 -4.26
C 0.26 3.17 -1.62
C 0.25 -3.22 -3.09
H 3.56 4.43 -0.07
Cl -4.84 -0.03 -1.78
H 2.89 -1.93 2.42
H 4.14 0.27 2.20
C 2.63 4.08 -0.51
O 0.47 1.18 -0.38
H 4.40 -0.87 0.86
N -1.20 3.34 2.41
O -1.04 -2.32 0.55
H 0.17 5.06 -2.60
H -0.69 2.81 -2.00
H -0.40 -2.68 -3.78
C -2.22 -2.50 0.02
O 0.19 -1.34 -1.70
C -2.22 4.75 1.21
N 3.15 0.70 0.36
C 1.93 4.90 -1.37
O -0.56 0.10 2.11
H 1.81 -6.20 -2.66
C 0.61 -2.53 -1.90
C 0.66 -4.50 -3.35
O -0.01 1.13 3.84
C 0.96 2.32 -0.74
H 1.88 -0.48 2.52
C 1.46 -3.24 -0.99
N -0.34 0.04 3.35
C -4.76 -2.70 -1.15
Ti -0.23 -0.51 0.14
C 1.88 -4.54 -1.30
C 2.49 -1.08 1.85
C 1.49 -5.19 -2.45
C 3.66 -0.22 1.34
Cl -6.34 -2.81 -1.88
O -2.16 -0.23 -0.46
*
```

Calculated values
Highest occupied orbital energy (spin up / spin down) = -0.0494 / -0.0673 Ha
⟨S²⟩ = 0.75
Kohn-Sham gap (spin up / spin down) = 4.75 / 5.24 eV
LUMO energy (spin up / spin down) = 3.40 / 3.40 eV

Version 2
Here is C25H17Cl4IN5O6Ti as an isolated structure from the OMol25 dataset. Energies are from ωB97M-V with the def2-TZVPD basis set.

The geometry in ORCA input format:
```
! RIJCOSX wB97M-V def2-TZVPD def2/J DEFGRID3
* xyz -2 2
H -1.49 -4.25 -1.52
O 1.15 -0.66 -0.44
C 2.21 -1.27 -0.88
C -4.00 2.72 -3.44
C 0.83 -3.26 -1.48
Ti -0.42 0.24 0.19
C -2.85 3.53 -3.36
N -0.16 -2.64 -1.95
C -0.26 2.78 1.47
N -2.03 -0.94 -0.93
O -0.56 1.47 -1.51
C 3.48 -0.66 -0.82
H 3.52 0.35 -0.42
O -0.64 -2.80 2.78
H 2.11 -3.23 4.82
I 5.27 -2.28 5.78
H -2.00 -3.07 -2.76
C 2.64 -2.54 4.18
H -0.84 3.72 -2.65
C -0.76 5.04 2.24
N 2.10 -2.06 3.05
O -2.01 1.40 0.80
C 4.00 -1.14 3.15
H -3.74 -0.92 -2.03
C -1.64 1.82 -2.09
H 5.45 -3.19 -1.93
H 5.58 -0.84 -1.13
C 2.15 -2.60 -1.38
C -2.87 -0.35 -1.68
H -3.29 -2.63 -0.77
H 1.15 -2.24 2.70
C -1.72 3.10 -2.73
H -4.82 0.83 -2.91
H -4.89 3.07 -3.93
N -1.33 -1.82 2.49
C 4.55 -2.66 -1.65
O -0.74 -0.95 1.80
H -1.85 -2.65 0.24
C 4.61 -1.34 -1.20
C -2.55 3.61 1.52
C -1.48 -3.18 -1.81
C 0.16 4.01 1.97
C -2.23 -2.37 -0.74
Cl 1.86 4.23 2.24
C -3.95 1.48 -2.86
H 0.74 -4.28 -1.08
H 3.24 -4.30 -2.06
C -2.10 4.84 2.01
C 3.31 -3.27 -1.72
H -2.87 4.52 -3.80
Cl -0.18 6.56 2.85
C 3.89 -1.97 4.28
C -1.67 2.57 1.24
C -2.82 1.01 -2.18
O 0.51 1.77 1.20
N 2.90 -1.20 2.42
Cl -4.24 3.33 1.21
H 4.83 -0.51 2.85
Cl -3.25 6.11 2.34
*
```

Calculated values
Highest occupied orbital energy (spin up / spin down) = -0.0505 / -0.0653 Ha
⟨S²⟩ = 0.75
Kohn-Sham gap (spin up / spin down) = 4.80 / 5.20 eV
LUMO energy (spin up / spin down) = 3.43 / 3.43 eV

Which is most stable, and by how much? version 1, by 0.091 eV.

Version 1
Here is a 3-piece molecular cluster, C3H12N2O3 overall from the OMol25 dataset. Energies are from ωB97M-V with the def2-TZVPD basis set.

The geometry in ORCA input format:
```
! RIJCOSX wB97M-V def2-TZVPD def2/J DEFGRID3
* xyz 0 1
H -0.30 1.22 -0.08
H -1.15 -2.06 1.26
H -2.23 2.19 -1.07
H 0.60 -1.36 -1.34
N -1.50 1.91 -1.58
C -0.28 1.61 -1.02
N 1.15 -0.59 -1.00
O -2.09 -1.72 1.19
H -1.69 1.42 -2.51
O 0.29 0.69 2.44
C 1.57 -0.72 0.35
H 0.34 -0.23 2.77
H 1.40 1.05 -2.37
H -0.10 0.04 -2.63
O 1.14 -1.69 0.93
H 0.37 2.59 -1.04
H -0.60 0.88 2.30
H 2.32 -0.02 0.69
H -2.59 -2.08 0.53
C 0.61 0.58 -1.81
*
```

Calculated values
Highest occupied orbital energy = -0.3247 Ha
Kohn-Sham gap = 9.60 eV
SMILES = NCCNC=O.O.O
LUMO energy = 0.76 eV

Version 2
Here is a 3-piece molecular cluster, C3H12N2O3 overall from the OMol25 dataset. Energies are from ωB97M-V with the def2-TZVPD basis set.

The geometry in ORCA input format:
```
! RIJCOSX wB97M-V def2-TZVPD def2/J DEFGRID3
* xyz 0 1
H -0.82 -3.17 -1.12
H -0.47 2.04 -0.18
N -0.60 -1.08 -1.09
H 0.83 -2.68 -0.75
O -0.19 -0.02 0.87
H -1.61 1.52 -1.37
H 1.80 -1.78 2.59
C -0.23 -2.41 -0.63
H 0.38 2.28 -2.64
C -0.58 1.37 -1.04
H -0.57 -0.94 -2.09
H 2.13 -1.78 1.09
O 2.11 -2.36 1.88
H -1.58 2.97 2.34
C -0.48 0.01 -0.32
H -0.48 1.99 1.96
O -0.89 2.82 1.66
H -0.34 -2.32 0.45
N 0.46 1.46 -2.06
H 1.31 1.52 -1.51
*
```

Calculated values
Highest occupied orbital energy = -0.3532 Ha
Kohn-Sham gap = 10.32 eV
SMILES = CNC(=O)CN.O.O
LUMO energy = 0.71 eV

Version 3
Here is a 3-piece molecular cluster, C3H12N2O3 overall from the OMol25 dataset. Energies are from ωB97M-V with the def2-TZVPD basis set.

The geometry in ORCA input format:
```
! RIJCOSX wB97M-V def2-TZVPD def2/J DEFGRID3
* xyz 0 1
H -0.15 -0.04 1.36
H 1.19 -2.33 -1.07
H -2.57 -1.27 0.79
H 2.20 0.88 0.81
O 2.00 1.29 -0.70
H 0.32 0.93 -0.04
O 2.17 0.34 1.65
C -1.84 0.69 0.11
H 3.07 0.07 1.84
H -1.10 -0.89 -1.20
C 0.95 -1.29 -0.91
H 1.60 -0.84 -0.17
N -2.79 -0.28 0.81
C -0.44 0.17 0.30
H 2.46 2.01 -1.14
H 1.17 -0.66 -1.80
H -3.72 -0.17 0.38
H -2.06 1.63 0.65
N -0.38 -1.01 -0.46
O -2.07 0.76 -1.19
*
```

Calculated values
Highest occupied orbital energy = -0.3343 Ha
Kohn-Sham gap = 4.50 eV
LUMO energy = -4.60 eV

Which is most stable, and by how much? version 2, by 1.926 eV.